1.
{"formula": "C26H24N2O4", "method": "ωB97M-V/def2-TZVPD", "elements": ["O", "C", "N", "C", "C", "C", "C", "C", "C", "H", "H", "H", "H", "H", "H", "N", "C", "C", "C", "C", "C", "C", "H", "H", "C", "C", "C", "C", "C", "C", "H", "H", "C", "O", "C", "H", "C", "C", "H", "H", "C", "H", "H", "C", "C", "O", "O", "H", "H", "H", "H", "H", "H", "H", "H", "H"], "coordinates": [[-5.49, 0.99, 0.01], [-5.63, -0.21, -0.05], [-6.85, -0.85, -0.04], [-8.13, -0.29, 0.02], [-9.21, -1.17, 0.06], [-10.50, -0.69, 0.12], [-10.74, 0.67, 0.13], [-9.66, 1.55, 0.10], [-8.36, 1.08, 0.04], [-7.53, 1.76, 0.01], [-9.83, 2.61, 0.11], [-11.75, 1.05, 0.17], [-11.33, -1.39, 0.14], [-9.03, -2.24, 0.05], [-6.84, -1.86, -0.07], [-4.59, -1.11, -0.13], [-3.22, -0.85, -0.17], [-2.68, 0.43, -0.08], [-1.31, 0.61, -0.14], [-0.44, -0.47, -0.28], [-0.99, -1.75, -0.36], [-2.36, -1.94, -0.32], [-2.77, -2.94, -0.40], [-0.34, -2.61, -0.49], [1.01, -0.28, -0.34], [1.56, 0.75, -1.11], [2.93, 0.91, -1.18], [3.78, 0.09, -0.45], [3.24, -0.93, 0.33], [1.87, -1.12, 0.37], [1.46, -1.92, 0.97], [3.90, -1.59, 0.86], [5.25, 0.29, -0.53], [5.84, 0.32, -1.58], [5.93, 0.53, 0.81], [5.29, 0.18, 1.62], [6.23, 2.03, 0.93], [7.48, 2.22, 0.06], [8.06, 3.08, 0.37], [7.17, 2.38, -0.98], [8.27, 0.91, 0.17], [8.55, 0.54, -0.82], [9.18, 1.03, 0.75], [7.33, -0.10, 0.86], [7.31, -1.49, 0.26], [6.36, -2.22, 0.28], [8.49, -1.85, -0.26], [8.43, -2.74, -0.63], [7.62, -0.22, 1.90], [5.40, 2.65, 0.60], [6.45, 2.27, 1.97], [3.35, 1.69, -1.81], [0.90, 1.39, -1.67], [-0.90, 1.60, -0.05], [-3.33, 1.28, 0.04], [-4.82, -2.09, -0.20]], "homo_ev": -8.0188, "multiplicity": 1, "smiles": "O=C(Nc1ccccc1)Nc1ccc(-c2ccc(C(=O)[C@@H]3CCC[C@@H]3C(=O)O)cc2)cc1", "e_lumo_ev": 0.466, "orbital_gap_ev": 8.49, "relative_energy_kcal_mol": 0.00}



2.
{"formula": "C26H25AuN10OP", "method": "ωB97M-V/def2-TZVPD", "elements": ["Au", "C", "C", "C", "C", "C", "O", "C", "N", "C", "C", "C", "C", "C", "C", "P", "C", "C", "C", "C", "C", "C", "C", "C", "C", "C", "C", "C", "H", "H", "H", "H", "H", "H", "H", "H", "H", "H", "H", "H", "H", "H", "H", "H", "H", "H", "H", "H", "H", "H", "H", "H", "N", "C", "N", "N", "N", "N", "C", "N", "N", "N", "N", "H"], "coordinates": [[0.94, -1.56, 0.02], [-5.11, -2.49, -1.34], [-3.63, -2.25, -1.63], [-2.84, -3.47, -1.15], [-3.19, -0.96, -0.93], [-4.10, 0.23, -1.28], [-3.20, 1.32, -1.47], [-1.94, 0.77, -1.51], [-1.86, -0.47, -1.29], [-0.92, 1.78, -1.89], [-1.42, 2.78, -2.72], [-0.65, 3.85, -3.13], [0.66, 3.93, -2.71], [1.19, 2.95, -1.90], [0.44, 1.86, -1.46], [1.29, 0.65, -0.35], [3.03, 1.20, -0.57], [3.73, 0.64, -1.64], [5.04, 1.01, -1.89], [5.68, 1.91, -1.05], [5.00, 2.45, 0.03], [3.68, 2.11, 0.26], [0.92, 1.30, 1.31], [-0.09, 2.21, 1.59], [-0.34, 2.57, 2.91], [0.42, 2.04, 3.94], [1.43, 1.12, 3.66], [1.67, 0.75, 2.35], [-5.42, -3.47, -1.71], [-5.75, -1.75, -1.82], [-5.29, -2.45, -0.26], [-3.47, -2.14, -2.71], [-2.94, -3.60, -0.07], [-1.78, -3.37, -1.38], [-3.21, -4.37, -1.63], [-3.17, -1.12, 0.15], [-4.82, 0.48, -0.51], [-4.63, 0.07, -2.23], [-2.45, 2.71, -3.04], [-1.08, 4.61, -3.77], [1.27, 4.77, -3.02], [2.22, 3.04, -1.58], [3.23, -0.08, -2.27], [5.58, 0.58, -2.72], [6.72, 2.18, -1.23], [5.49, 3.16, 0.68], [3.14, 2.54, 1.10], [-0.70, 2.60, 0.79], [-1.14, 3.26, 3.14], [0.20, 2.30, 4.97], [2.00, 0.68, 4.46], [2.41, -0.01, 2.12], [0.90, -3.52, 2.90], [-0.03, -2.51, 2.97], [-0.80, -2.32, 4.04], [-1.55, -1.25, 3.73], [-1.26, -0.83, 2.54], [-0.28, -1.61, 2.03], [1.47, -4.06, 1.77], [2.04, -5.26, 1.78], [2.52, -5.42, 0.54], [2.27, -4.40, -0.19], [1.59, -3.49, 0.56], [0.88, -4.15, 3.69]], "homo_ev": -4.5628, "multiplicity": 1, "total_charge": -1, "e_lumo_ev": 2.287, "orbital_gap_ev": 6.85}



Number 2 is which compound? C26H25AuN10OP



multiplicity of number 1 (C26H24N2O4)? 1